Molecular formula: C3H6N2O
Method: DFT, ωB97M-V/def2-TZVPD

As for the HOMO energy: -9.19 eV. The calculation puts the frontier orbital gap at 10.1 eV. The calculation puts the LUMO energy at 0.955 eV. As for the electronic energy: -8234.4834 eV.

ORCA input file:
```
! wB97M-V def2-TZVPD RIJCOSX def2/J DEFGRID3
* xyz 0 1
C 1.676 -0.821 0.272
N 0.463 -0.177 -0.102
C -0.670 -0.635 -0.436
N -1.677 0.287 -0.203
C -0.966 1.504 0.218
O -0.923 1.880 1.353
H 2.516 -0.333 -0.235
H 1.703 -1.904 0.104
H 1.795 -0.623 1.347
H -0.955 -1.628 -0.817
H -2.434 0.390 -0.871
H -0.528 2.059 -0.628
*
```